Below is C25H29N3O4 in the gas phase in a non-equilibrium geometry, with properties calculated with the ωB97M-V functional and the def2-TZVPD basis.

CARTESIAN COORDINATES (ANGSTROEM)
C1 -7.75661 -2.88318 1.75708
C2 -6.66510 -2.39091 0.81579
H1 -7.11211 -1.80889 0.00687
H2 -6.15514 -3.24446 0.36444
C3 -5.63339 -1.52352 1.54732
C4 -4.56637 -1.05558 0.60083
C5 -3.41483 -1.79774 0.39790
C6 -2.45947 -1.36249 -0.50046
C7 -2.63098 -0.19631 -1.23214
C8 -3.80941 0.55070 -1.05485
C9 -4.74777 0.11048 -0.13207
H3 -5.65410 0.67470 0.02362
O1 -3.96820 1.67866 -1.81798
C10 -5.13763 2.44331 -1.65906
H4 -5.04017 3.27351 -2.35747
H5 -6.03340 1.86640 -1.90880
H6 -5.22934 2.83729 -0.64147
O2 -1.63788 0.10700 -2.13380
C11 -1.16972 1.44851 -2.19587
C12 -0.66967 1.91623 -0.86878
C13 -1.29941 2.54460 0.16892
C14 -0.34297 2.66804 1.19637
C15 0.80825 2.08611 0.72820
O3 0.60493 1.63236 -0.53245
C16 2.10439 2.04244 1.43211
O4 2.30616 2.83722 2.33947
N1 3.03122 1.11805 1.08194
C17 2.94385 0.10547 0.05893
H7 1.93721 0.03390 -0.34282
C18 3.95068 0.43166 -1.05841
N2 5.28294 0.50793 -0.50925
C19 6.14954 -0.55269 -0.48464
N3 7.14463 -0.47189 0.40450
C20 8.06099 -1.42104 0.43937
C21 8.05937 -2.52399 -0.39306
C22 7.02956 -2.61854 -1.32205
C23 6.06606 -1.63580 -1.37830
H8 5.27640 -1.70779 -2.10840
H9 6.98150 -3.45786 -2.00154
H10 8.82647 -3.27796 -0.32449
H11 8.83254 -1.28038 1.18618
C24 5.36981 1.50770 0.53609
H12 6.38381 1.50060 0.93192
C25 4.36170 1.20750 1.65175
H13 4.35609 2.00173 2.39865
H14 4.61722 0.25578 2.12886
H15 5.14619 2.48453 0.09570
H16 3.88925 -0.31538 -1.84625
H17 3.70072 1.40829 -1.48761
H18 3.21666 -0.85909 0.50734
H19 -0.46726 3.11721 2.15950
H20 -2.31334 2.88607 0.18670
H21 -1.95318 2.12144 -2.55569
H22 -0.34663 1.41217 -2.91413
H23 -1.55408 -1.92670 -0.66182
H24 -3.25510 -2.71080 0.95104
H25 -6.14133 -0.66607 1.99386
H26 -5.18315 -2.10880 2.35124
H27 -7.32844 -3.48207 2.55796
H28 -8.28436 -2.04310 2.20382
H29 -8.47758 -3.49453 1.21942

Cartesian forces (eV/Å) of the 3 atoms listed first:
0.1033 0.0158 -0.2236
-0.0759 0.0311 0.3322
0.0523 -0.0170 -0.0805

The value obtained for the HOMO energy is -7.79 eV. As for the frontier orbital gap: 8.5 eV. As for the structure (SMILES): CCCc1ccc(OCc2ccc(C(=O)N3CCN(c4ccccn4)CC3)o2)c(OC)c1. The value obtained for the energy relative to the best compared isomer or geometry (same formula, charge and spin) is 84.2 kcal/mol.

List of Mulliken charges in e, atom by atom: -1.266, -0.184, 0.325, 0.329, -1.350, 0.057, -0.701, -0.541, 0.546, 0.622, -0.214, 0.442, -0.393, -1.005, 0.267, 0.349, 0.392, -0.544, -0.865, 0.176, 0.095, -1.262, 0.642, -0.346, 0.572, -0.712, 0.040, -0.466, 0.449, -0.896, 0.100, 0.978, -0.339, -0.435, -0.477, -0.549, -0.512, 0.238, 0.396, 0.378, 0.381, -0.835, 0.479, -0.901, 0.464, 0.339, 0.335, 0.258, 0.394, 0.188, 0.553, 0.628, 0.292, 0.420, 0.451, 0.386, 0.388, 0.436, 0.316, 0.321, 0.371

---

Below is C25H29N5O3 in the gas phase, with properties calculated with the ωB97M-V functional and the def2-TZVPD basis.

CARTESIAN COORDINATES (ANGSTROEM)
C1 0.54915 2.69540 -3.41248
N1 1.26794 1.77840 -2.55246
C2 1.96450 2.29733 -1.51869
O1 2.00292 3.50183 -1.31573
C3 2.77208 1.35163 -0.64397
H1 3.36446 0.69008 -1.27816
C4 1.94407 0.47939 0.34409
N2 1.55548 1.10403 1.59004
C5 2.66131 1.24192 2.50978
H2 3.53102 1.75760 2.07066
H3 2.33460 1.81444 3.37944
C6 3.06297 -0.16101 2.95292
N3 3.29538 -0.97945 1.78750
C7 2.75466 -0.79029 0.57466
O2 2.94733 -1.58352 -0.33280
H4 3.80342 -1.84472 1.91061
H5 2.25614 -0.59414 3.55807
H6 3.97511 -0.12999 3.55518
C8 0.74648 2.30348 1.43861
C9 -0.55778 2.02616 0.73997
C10 -1.12779 2.99263 -0.07698
C11 -2.34138 2.74680 -0.69805
C12 -2.98831 1.53946 -0.52223
C13 -2.41621 0.55924 0.28743
C14 -1.20623 0.81147 0.92406
H7 -0.74643 0.05744 1.54515
O3 -3.06251 -0.64311 0.32491
C15 -2.81725 -1.55437 1.32008
C16 -2.72033 -1.19660 2.66060
C17 -2.53898 -2.17768 3.61836
C18 -2.46171 -3.51076 3.25243
C19 -2.57756 -3.86461 1.91821
C20 -2.75464 -2.89408 0.95029
H8 -2.84907 -3.15333 -0.09295
H9 -2.52902 -4.90331 1.62700
H10 -2.32016 -4.27116 4.00578
H11 -2.46554 -1.89637 4.65877
H12 -2.80059 -0.15801 2.94726
H13 -3.92487 1.32514 -1.01194
H14 -2.78452 3.50193 -1.33028
H15 -0.61358 3.92777 -0.23570
H16 1.27817 3.10828 0.91339
H17 0.51970 2.66223 2.44976
H18 1.02287 0.16767 -0.15824
H19 3.46311 1.97738 -0.07482
C21 1.06838 0.37579 -2.84794
H20 1.73846 -0.23442 -2.24811
H21 1.31593 0.20573 -3.90251
C22 -0.38984 -0.03711 -2.58793
C23 -0.58053 -1.50278 -2.37946
C24 0.25745 -2.42695 -1.79140
N4 -0.40648 -3.60112 -1.79148
N5 -1.61697 -3.50177 -2.33212
C25 -1.73802 -2.24020 -2.69307
H22 -2.63905 -1.89152 -3.15686
H23 -0.08088 -4.48830 -1.44331
H24 1.24641 -2.34382 -1.38852
H25 -0.73886 0.49151 -1.69578
H26 -1.02497 0.28206 -3.41691
H27 0.69966 2.41172 -4.45459
H28 0.93984 3.69689 -3.24358
H29 -0.51896 2.69164 -3.18598

Cartesian forces (eV/Å) of the 3 atoms listed first:
0.0091 0.2689 0.0407
-0.0644 0.0592 -0.3226
0.3201 -0.1153 0.1054

The value obtained for the HOMO energy is -8.37 eV. As for the frontier orbital gap: 8.9 eV. As for the structure (SMILES): CN(CCc1cn[nH]c1)C(=O)C[C@H]1C(=O)NCCN1Cc1cccc(Oc2ccccc2)c1. The value obtained for the energy relative to the best compared isomer or geometry (same formula, charge and spin) is 52.4 kcal/mol.

List of Mulliken charges in e, atom by atom: -1.132, 0.254, 0.673, -0.699, -1.287, 0.591, 2.079, 0.286, -0.459, 0.301, 0.422, -0.754, -0.095, -0.404, -0.765, 0.343, 0.281, 0.448, -1.660, 0.547, -0.670, -0.848, -0.584, 0.263, 0.212, 0.714, -0.410, 0.409, -0.152, -0.702, -0.482, -0.616, -0.559, 0.525, 0.427, 0.404, 0.398, 0.488, 0.478, 0.415, 0.368, 0.379, 0.628, -0.989, 0.147, -1.494, 0.411, 0.457, 0.904, 0.824, -0.833, 0.400, -0.971, -1.280, 0.527, 0.203, 0.751, -0.856, 0.741, 0.312, 0.387, 0.304

---

Below is C25H29N5O4S in the gas phase in a non-equilibrium geometry, with properties calculated with the ωB97M-V functional and the def2-TZVPD basis.

CARTESIAN COORDINATES (ANGSTROEM)
C1 -7.30973 -2.40584 -0.89406
H1 -7.37871 -3.48996 -0.89347
H2 -7.15882 -2.07313 -1.91883
C2 -6.17275 -1.92394 -0.00050
H3 -6.19087 -0.83184 0.02359
H4 -6.33875 -2.27408 1.02059
C3 -4.79598 -2.41008 -0.47436
C4 -4.59971 -3.89118 -0.15637
H5 -4.61856 -4.05556 0.91925
H6 -5.38927 -4.48275 -0.60975
H7 -3.64984 -4.24184 -0.54804
C5 -3.68169 -1.59284 0.19019
N1 -3.83897 -0.17245 -0.07450
C6 -3.37092 0.77507 0.76401
O1 -2.76240 0.48455 1.78741
C7 -3.66784 2.17982 0.38323
C8 -3.74103 2.59949 -0.94224
C9 -4.01118 3.92439 -1.23356
C10 -4.21466 4.83699 -0.21121
C11 -4.12873 4.42773 1.10944
C12 -3.84813 3.10740 1.40573
H8 -3.76780 2.77095 2.42826
H9 -4.27618 5.13930 1.90777
H10 -4.43064 5.86859 -0.44544
H11 -4.06006 4.24683 -2.26299
H12 -3.55376 1.90767 -1.75156
H13 -4.27927 0.08743 -0.94245
H14 -3.72294 -1.72438 1.27881
C13 -2.27506 -1.99229 -0.30455
O2 -2.07626 -2.56539 -1.35105
N2 -1.32010 -1.56416 0.56342
C14 0.06088 -1.67335 0.45700
C15 0.68990 -2.40116 -0.55495
C16 2.06966 -2.46980 -0.59050
C17 2.81599 -1.83109 0.38075
C18 2.20856 -1.11460 1.39492
C19 0.83138 -1.03386 1.43300
H15 0.33763 -0.47412 2.21352
H16 2.82035 -0.64396 2.14672
S1 4.59200 -1.85693 0.24681
O3 5.18624 -1.50409 1.49823
O4 5.02648 -3.04166 -0.42416
N3 4.86582 -0.60879 -0.86087
C20 4.41431 0.67438 -0.65576
N4 3.96770 1.32692 -1.72526
C21 3.53926 2.57022 -1.54066
N5 3.49732 3.19991 -0.38017
C22 3.94973 2.55674 0.69610
C23 4.43723 1.26209 0.60860
H17 4.82916 0.72634 1.45467
C24 3.92288 3.30334 1.98953
H18 3.81565 2.62149 2.82854
H19 3.10992 4.02383 1.98152
H20 4.85778 3.85021 2.10758
C25 3.06621 3.31319 -2.74628
H21 3.92646 3.72738 -3.26982
H22 2.55130 2.63670 -3.42198
H23 2.41548 4.12750 -2.44349
H24 4.81552 -0.90938 -1.82346
H25 2.58149 -3.03026 -1.35651
H26 0.09526 -2.89793 -1.30317
H27 -1.65154 -0.97562 1.33226
H28 -4.71312 -2.27271 -1.55798
H29 -8.25785 -2.00725 -0.54100

Cartesian forces (eV/Å) of the 3 atoms listed first:
0.1096 0.0559 0.1987
-0.0643 -0.1239 -0.0533
-0.0222 0.0177 -0.1277

The value obtained for the HOMO energy is -8.92 eV. As for the frontier orbital gap: 9.3 eV. As for the structure (SMILES): CC[C@H](C)[C@H](NC(=O)c1ccccc1)C(=O)Nc1ccc(S(=O)(=O)Nc2cc(C)nc(C)n2)cc1. The value obtained for the energy relative to the best compared isomer or geometry (same formula, charge and spin) is 6.5 kcal/mol.

List of Mulliken charges in e, atom by atom: -1.355, 0.307, 0.339, -0.318, 0.339, 0.305, 0.403, -1.636, 0.370, 0.430, 0.368, -0.487, 0.036, 0.479, -0.758, 0.349, -0.387, -0.718, -0.365, -0.603, -0.316, 0.423, 0.396, 0.395, 0.395, 0.444, 0.383, 0.411, 0.113, -0.672, 0.120, 0.667, -0.568, -0.931, 0.027, -0.375, -0.664, 0.441, 0.508, 1.169, -0.656, -0.689, -0.192, 0.208, -0.654, 0.395, -0.592, 0.509, -0.270, 0.761, -1.231, 0.353, 0.369, 0.269, -1.082, 0.228, 0.350, 0.352, 0.323, 0.425, 0.535, 0.146, 0.283, 0.399